No. 1
A molecular structure, C5H9NO, computed with ωB97M-V with the def2-TZVPD basis set.

Properties
E_HOMO: -8.48 eV
Gap between HOMO and LUMO: 9.522 eV
E_tot: -8865.970 eV
Net charge: 0
E_LUMO: 1.0398 eV

```
16
C5H9NO | the OMol25 dataset | ωB97M-V with the def2-TZVPD basis set
C 1.583 0.238 0.116
C 0.911 -1.106 -0.075
C -0.924 0.028 1.088
C -0.751 0.957 -0.092
C -1.092 -0.278 -0.917
H 1.883 0.318 1.221
H 2.425 0.353 -0.593
H 1.100 -1.541 -1.053
H 1.422 -1.781 0.652
H -0.302 0.192 2.043
H -1.986 -0.080 1.311
H -1.346 1.885 -0.020
H -2.120 -0.354 -1.036
H -0.653 -0.429 -1.975
N -0.553 -1.091 0.144
O 0.635 1.255 -0.284
```


No. 2
A molecular structure, ClH8NaO4, computed with ωB97M-V with the def2-TZVPD basis set.

Properties
E_HOMO: -10.14 eV
Gap between HOMO and LUMO: 8.300 eV
E_tot: -25260.317 eV
Net charge: 0
E_LUMO: -1.8395 eV

```
14
ClH8NaO4 | the OMol25 dataset | ωB97M-V with the def2-TZVPD basis set
Na -2.324 -1.638 1.017
Cl -0.484 -0.650 -0.834
O 0.665 2.387 -1.590
H -0.164 2.874 -1.642
H 0.393 1.450 -1.506
O -0.394 1.800 1.962
H -0.646 1.106 1.336
H -0.922 2.570 1.721
O -0.398 -3.859 -1.018
H -0.213 -2.893 -1.089
H -1.207 -3.989 -1.528
O 2.278 0.167 1.025
H 1.505 -0.177 0.544
H 1.913 0.851 1.602
```


No. 3
A molecular structure, C36H27Cl2N3O8S3Y, computed with ωB97M-V with the def2-TZVPD basis set.

Properties
E_HOMO: -4.92 eV
Gap between HOMO and LUMO: 6.958 eV
E_tot: -117223.180 eV
Net charge: -1
E_LUMO: 2.0385 eV

```
80
C36H27Cl2N3O8S3Y | the OMol25 dataset | ωB97M-V with the def2-TZVPD basis set
Y -0.031 0.176 -1.078
C -3.543 -0.960 -4.357
O -3.860 -1.695 -3.178
C -4.229 -0.908 -2.105
C -5.493 -1.037 -1.581
C -5.868 -0.323 -0.438
C -4.954 0.514 0.159
C -3.651 0.653 -0.339
C -2.754 1.579 0.318
N -1.494 1.683 0.093
N -0.869 2.718 0.781
C 0.368 2.841 0.373
O 0.935 2.155 -0.553
C 1.207 3.859 1.077
C 0.724 4.551 2.186
C 1.533 5.459 2.852
C 2.831 5.686 2.415
C 3.316 5.000 1.310
C 2.509 4.089 0.646
C -3.252 -0.066 -1.497
O -2.065 0.004 -1.996
H -3.221 -1.690 -5.099
H -2.736 -0.252 -4.171
H -4.428 -0.434 -4.728
H -6.183 -1.714 -2.071
H -6.866 -0.431 -0.032
H -5.230 1.080 1.043
H -3.187 2.257 1.055
H -0.289 4.360 2.513
H 1.151 5.987 3.717
H 3.464 6.393 2.938
H 4.330 5.170 0.970
H 2.871 3.531 -0.207
O -1.786 -4.292 -0.615
C -1.321 -3.089 -0.986
O -1.342 -2.134 -0.254
C -0.802 -3.037 -2.380
C -1.029 -4.032 -3.312
C -0.619 -3.798 -4.619
C -0.033 -2.588 -4.935
C 0.155 -1.648 -3.925
N -0.197 -1.889 -2.673
C 0.731 -0.262 -4.223
O 1.157 -0.062 -5.356
O 0.712 0.550 -3.244
H -2.124 -4.184 0.289
H -1.529 -4.943 -3.021
H -0.780 -4.547 -5.383
H 0.282 -2.327 -5.936
O 0.967 -0.673 0.650
C 1.326 -0.656 1.975
C 1.769 -2.059 2.394
C 1.469 -3.215 1.742
C 1.947 -4.373 2.418
C 2.596 -4.068 3.573
S 2.657 -2.374 3.831
C 2.464 0.324 2.246
C 2.844 0.926 3.412
C 4.052 1.666 3.288
C 4.570 1.590 2.032
S 3.573 0.673 0.987
C 0.094 -0.250 2.799
C -0.283 0.971 3.270
C -1.605 0.981 3.798
C -2.205 -0.236 3.721
S -1.162 -1.409 3.038
H 0.932 -3.204 0.805
H 1.817 -5.385 2.058
H 3.066 -4.746 4.267
H 2.275 0.836 4.326
H 4.506 2.230 4.090
H 5.459 2.073 1.657
H 0.337 1.851 3.184
H -2.088 1.865 4.191
H -3.202 -0.503 4.034
Cl 3.001 -1.218 -1.851
C 3.808 -0.017 -2.873
Cl 5.294 -0.658 -3.599
H 4.077 0.822 -2.241
H 3.134 0.282 -3.665
```


No. 4
A molecular structure, C18H20CoN4S7Si, computed with ωB97M-V with the def2-TZVPD basis set.

Properties
E_HOMO (alpha / beta): -7.35 / -7.22 eV
Spin multiplicity: 2
Gap between HOMO and LUMO (alpha / beta): 7.134 / 7.309 eV
⟨S²⟩: 1.004
E_tot: -146304.213 eV
Net charge: 0
E_LUMO (alpha / beta): -0.2188 / 0.0864 eV

```
51
C18H20CoN4S7Si | the OMol25 dataset | ωB97M-V with the def2-TZVPD basis set
Co 0.214 0.714 -0.304
N 0.382 -2.733 -0.538
C -0.556 -2.129 -1.301
N -0.693 -0.831 -1.361
C -1.704 -0.464 -2.233
C -2.330 -1.486 -2.850
S -1.639 -2.987 -2.337
C -1.961 0.978 -2.283
C -2.856 1.687 -2.997
S -2.719 3.368 -2.600
C -1.451 2.995 -1.489
N -1.166 1.722 -1.426
N -0.803 3.916 -0.745
H 0.816 -2.135 0.153
H 0.227 -3.684 -0.250
H -3.145 -1.455 -3.552
H -3.572 1.342 -3.723
H -0.910 4.895 -0.929
H 0.018 3.599 -0.249
C -2.315 1.672 1.818
Si -0.713 0.689 1.762
C 0.390 1.291 3.151
C -1.169 -1.112 2.098
C -2.201 -1.719 1.369
C -2.544 -3.049 1.559
C -1.851 -3.817 2.488
C -0.826 -3.241 3.226
C -0.496 -1.903 3.033
H -2.749 1.621 2.822
H -3.054 1.284 1.111
H -2.141 2.724 1.574
H -0.125 1.216 4.115
H 0.656 2.340 2.994
H 1.323 0.726 3.207
H -2.749 -1.139 0.631
H -3.352 -3.488 0.985
H -2.115 -4.856 2.643
H -0.286 -3.831 3.956
H 0.310 -1.473 3.618
C 5.978 0.923 0.086
S 5.161 -0.584 -0.487
C 3.964 0.107 -1.562
C 2.853 0.776 -1.196
S 2.297 1.177 0.416
S 1.864 1.340 -2.519
C 2.751 0.644 -3.838
S 2.332 0.835 -5.412
S 4.204 -0.098 -3.288
H 6.707 0.619 0.837
H 5.251 1.589 0.548
H 6.493 1.424 -0.731
```


No. 5
C27H30N4O2S2 in the gas phase, computed with ωB97M-V with the def2-TZVPD basis set.

Properties
E_HOMO: -7.81 eV
Gap between HOMO and LUMO: 8.257 eV
Structure (SMILES): C[C@H]1Cc2nc(SCC(=O)N3CCN(c4ccccc4)CC3)n(CCc3ccccc3)c(=O)c2S1
E_tot: -60213.416 eV
Net charge: 0
E_LUMO: 0.4466 eV

```
65
C27H30N4O2S2 | the OMol25 dataset | ωB97M-V with the def2-TZVPD basis set
C 2.855 3.092 -3.693
C 2.366 3.073 -2.254
H 2.009 4.061 -1.962
C 1.314 1.989 -2.012
C 2.038 0.786 -1.494
C 3.290 1.025 -1.010
C 4.078 -0.017 -0.416
O 5.203 0.075 0.021
N 3.388 -1.257 -0.382
C 2.156 -1.398 -0.918
N 1.477 -0.437 -1.474
S 1.414 -2.992 -0.852
C 0.003 -2.788 -1.990
H 0.175 -3.473 -2.821
C -1.319 -3.184 -1.347
O -1.884 -4.201 -1.704
N -1.810 -2.388 -0.375
C -1.346 -1.080 0.016
H -0.379 -0.845 -0.425
H -1.257 -1.064 1.108
C -2.363 -0.009 -0.408
N -3.647 -0.319 0.175
C -4.581 0.698 0.374
C -4.434 1.973 -0.176
C -5.354 2.970 0.096
C -6.443 2.723 0.911
C -6.599 1.462 1.462
C -5.682 0.465 1.204
H -5.809 -0.503 1.666
H -7.440 1.255 2.108
H -7.161 3.503 1.117
H -5.219 3.947 -0.345
H -3.609 2.193 -0.835
C -4.113 -1.628 -0.240
H -5.087 -1.836 0.200
C -3.107 -2.691 0.198
H -3.411 -3.678 -0.152
H -3.017 -2.695 1.288
H -4.214 -1.671 -1.338
H -2.020 0.956 -0.033
H -2.405 0.027 -1.510
H 0.029 -1.755 -2.331
C 4.016 -2.322 0.377
H 3.903 -3.267 -0.158
H 5.073 -2.054 0.447
C 3.405 -2.415 1.789
C 3.282 -1.032 2.366
C 2.094 -0.324 2.227
C 2.004 0.992 2.644
C 3.104 1.615 3.208
C 4.286 0.912 3.365
C 4.375 -0.403 2.945
H 5.305 -0.941 3.051
H 5.147 1.394 3.804
H 3.040 2.646 3.522
H 1.077 1.532 2.521
H 1.234 -0.808 1.783
H 4.057 -3.038 2.402
H 2.423 -2.888 1.731
S 3.801 2.686 -1.137
H 0.770 1.758 -2.929
H 0.586 2.305 -1.259
H 3.661 3.812 -3.808
H 3.227 2.110 -3.976
H 2.043 3.368 -4.364
```


| no. | strongest force on any atom (eV/Å) |
| --- | --- |
| 1 | 3.2 |
| 2 | 1.0 |
| 3 | 0.4 |
| 4 | 0.6 |
| 5 | 1.0 |